Entry from OMol25: C7H11I2N2O2Ru as an isolated structure at a distorted geometry (wB97M-V/def2-TZVPD).

Cartesian coordinates (Å):
C (0.42164, 1.69770, -2.69806)
I (-3.11649, 2.80450, 0.65773)
H (-0.64776, 1.58035, -2.91993)
H (0.97667, 0.97655, -3.32435)
H (0.70395, 2.73056, -2.97338)
C (0.80886, -2.02697, 1.44856)
C (0.09216, -0.17016, 0.43307)
N (0.69441, -0.64698, 1.53992)
H (0.12219, -3.37183, -0.15401)
I (-2.82590, -0.14018, 1.37510)
N (-0.18833, -1.24799, -0.33702)
H (1.25328, -2.60601, 2.23260)
Ru (-0.87380, 1.61588, 0.24960)
C (0.68622, 1.46929, -1.28407)
O (1.78324, 1.29559, -0.77192)
C (0.25322, -2.39638, 0.28116)
C (-1.06100, -1.25754, -1.50182)
H (-1.95550, -1.85713, -1.28881)
H (-0.51556, -1.70851, -2.34258)
H (-1.37024, -0.24421, -1.77478)
C (1.08708, 0.08965, 2.73697)
H (2.16043, -0.07514, 2.90765)
H (0.52403, -0.30112, 3.59788)
H (0.89438, 1.16444, 2.61736)
O (0.09282, 2.62565, 1.29312)

Expectation value of S²: 8.786
Molar mass, g mol⁻¹: 510.1
Energy, Eh: -1223.4231
Spin multiplicity: 6
HOMO-LUMO gap (spin up / spin down), eV: 1.8 / 5.6
Charge: -2
Largest force on an atom, Eh/bohr: 0.0588
ΔE to the lowest compared entry with this formula, charge and spin, eV: 0.417

Entry from OMol25: C25H45N5OP2Y as an isolated structure at a distorted geometry (wB97M-V/def2-TZVPD).

Cartesian coordinates (Å):
Y (-0.32424, -0.44734, 0.09683)
N (1.58700, 1.42595, 0.19924)
C (1.49940, 2.29610, 1.38920)
C (0.06536, 2.74393, 1.60244)
N (-0.88261, 1.62759, 1.72915)
C (-1.16369, 1.18862, 3.10180)
C (-0.15129, 0.19091, 3.62517)
N (-0.07535, -0.97348, 2.72179)
H (1.42505, 1.97722, -0.63897)
H (2.53405, 1.07264, 0.11544)
H (1.85746, 1.72673, 2.24557)
H (2.13440, 3.17945, 1.30338)
H (0.02598, 3.40596, 2.47405)
H (-0.23666, 3.33861, 0.73688)
H (-1.76744, 1.89682, 1.31550)
H (-1.21581, 2.03877, 3.79025)
H (-2.14511, 0.71142, 3.08646)
H (0.83912, 0.63855, 3.69929)
H (-0.44328, -0.09786, 4.63569)
H (0.72591, -1.54965, 2.95571)
H (-0.89643, -1.55871, 2.86119)
C (1.42980, -0.25075, -4.32352)
P (0.31801, -0.68941, -2.92761)
C (0.35771, -2.51829, -3.06514)
C (-1.31718, -0.24005, -3.63588)
C (-1.86896, -0.98900, -4.67161)
C (-3.11548, -0.67718, -5.19414)
C (-3.81729, 0.40881, -4.69673)
C (-3.26722, 1.18110, -3.68319)
C (-2.02502, 0.86975, -3.14160)
P (-1.30059, 1.86021, -1.78045)
C (-2.70006, 2.85335, -1.15139)
C (-0.38790, 3.13613, -2.74227)
H (1.04516, -0.70137, -5.23804)
H (2.43772, -0.62674, -4.13583)
H (1.48424, 0.82946, -4.45900)
H (0.26919, -2.85273, -4.09864)
H (-0.46126, -2.93117, -2.47579)
H (1.31006, -2.88558, -2.67513)
H (-1.33759, -1.84383, -5.07156)
H (-3.53719, -1.28427, -5.98497)
H (-4.79307, 0.65710, -5.09461)
H (-3.83433, 2.02244, -3.30634)
H (-3.46026, 2.18330, -0.74712)
H (-3.13571, 3.49048, -1.92109)
H (-2.34100, 3.50170, -0.34851)
H (-1.03666, 3.54999, -3.51395)
H (0.49100, 2.69928, -3.22051)
H (-0.05446, 3.94437, -2.08650)
N (4.21019, -6.51021, -0.25353)
C (4.33564, -5.29580, -0.83012)
O (5.18845, -5.01804, -1.64193)
C (3.32581, -4.23035, -0.42754)
C (2.14163, -4.47424, 0.24011)
C (1.29650, -3.40822, 0.51433)
N (1.57124, -2.15333, 0.16136)
C (2.71454, -1.92934, -0.49107)
C (3.61633, -2.92844, -0.79959)
H (4.86512, -7.22447, -0.52546)
H (3.53186, -6.72298, 0.45268)
H (1.82989, -5.46933, 0.53069)
H (0.35447, -3.57639, 1.02455)
H (2.89968, -0.90977, -0.80665)
H (4.53167, -2.72190, -1.33955)
C (-4.71537, -1.87013, 0.20499)
C (-3.24015, -2.25252, 0.02831)
C (-2.75156, -2.86214, 1.34702)
C (-3.16416, -3.34087, -1.05185)
C (-2.37891, -1.03841, -0.34625)
H (-5.32199, -2.70589, 0.57281)
H (-5.13261, -1.54512, -0.75272)
H (-4.80641, -1.04044, 0.91149)
H (-3.30893, -3.76250, 1.62658)
H (-2.84967, -2.13179, 2.15837)
H (-1.69194, -3.15517, 1.26034)
H (-3.84190, -4.17889, -0.84176)
H (-2.14493, -3.73543, -1.11733)
H (-3.42493, -2.92251, -2.02825)
H (-2.95062, -0.43304, -1.07064)

Molar mass, g mol⁻¹: 582.5
Energy, Eh: -2049.5062
HOMO-LUMO gap, eV: 4.6
Charge: +1
Largest force on an atom, Eh/bohr: 0.0228
ΔE to the lowest compared entry with this formula, charge and spin, eV: 1.292

Q: Among the records above, which one has the lowest charge?
A: C7H11I2N2O2Ru

Q: Look up the molar mass of the second one.
A: 582.5 g mol⁻¹

Q: The lowest charge belongs to which entry?
A: C7H11I2N2O2Ru

Q: Among the records above, which one has the highest ΔE to the lowest compared entry with this formula, charge and spin?
A: C25H45N5OP2Y